Run A
{"formula": "C4H9NO4", "method": "ωB97M-V/def2-TZVPD", "spin_multiplicity": 1, "smiles": "NC(=O)OO.CC(C)=O", "homo_ev": -9.28, "species": ["C", "C", "O", "O", "O", "H", "H", "H", "H", "C", "C", "N", "O", "H", "H", "H", "H", "H"], "xyz": [[-1.95108, 0.08151, 0.52460], [-0.89894, -0.80906, -0.05718], [1.24374, 0.26997, 1.39199], [0.77998, -0.67069, 2.30525], [-0.50401, -1.86344, 0.39803], [0.46540, -1.42294, 1.72691], [-2.20367, -0.23695, 1.53570], [-1.54370, 1.09218, 0.57246], [-2.84543, 0.10614, -0.09173], [-0.81015, -0.69889, -1.69027], [1.36197, 1.06487, 0.13757], [2.65906, 1.02584, -0.22258], [0.51620, 1.87800, -0.07655], [3.03448, 1.85314, -0.65558], [3.28642, 0.48501, 0.35297], [-1.80492, -1.04433, -1.97023], [-0.71194, 0.29634, -2.11947], [-0.07341, -1.40668, -2.06189]]}



Run B
{"formula": "C4H9NO4", "method": "ωB97M-V/def2-TZVPD", "spin_multiplicity": 1, "homo_ev": -8.31, "species": ["C", "C", "O", "O", "O", "H", "H", "H", "H", "C", "C", "O", "N", "H", "H", "H", "H", "H"], "xyz": [[-1.55648, 0.28832, -0.39157], [-0.46388, -1.33380, 0.04715], [-1.09173, -1.81377, 1.14745], [-1.12732, 1.00157, -1.50166], [-0.17281, -1.99015, -0.90952], [-1.49763, -2.66284, 0.91974], [-0.36424, 1.54533, -1.20660], [-2.12984, 0.86862, 0.34700], [-2.27654, -0.44175, -0.76508], [1.99143, -0.30853, -0.45138], [0.28087, 0.83877, 0.99217], [0.99061, -0.41599, 0.60554], [0.58760, 1.91760, 0.39630], [0.26315, 2.74450, 0.88528], [-0.05533, 0.68163, 2.01465], [2.55787, -1.23415, -0.42323], [2.59913, 0.57755, -0.30532], [1.46514, -0.26292, -1.40091]]}



Of them, the most stable is run B and the least stable is run A.



Run A
{"formula": "C2H6OS2", "method": "ωB97M-V/def2-TZVPD", "spin_multiplicity": 1, "smiles": "C=CO.SS", "homo_ev": -9.37, "species": ["S", "S", "H", "H", "C", "C", "O", "H", "H", "H", "H"], "xyz": [[-1.88199, -0.38275, 0.93487], [-1.38607, 1.60066, 0.60291], [-0.60500, -0.74088, 0.73873], [-1.82506, 1.62547, -0.66327], [1.05998, -1.03153, -1.41159], [2.26475, -0.48982, -1.30897], [3.19820, -0.81143, -0.36321], [0.47923, -0.73638, -2.26914], [0.68357, -1.69619, -0.64831], [2.62925, 0.36991, -1.86082], [2.78296, -1.22235, 0.40381]]}



Run B
{"formula": "C2H6OS2", "method": "ωB97M-V/def2-TZVPD", "spin_multiplicity": 1, "smiles": "C=O.CSS", "homo_ev": -9.25, "species": ["O", "C", "H", "H", "C", "S", "S", "H", "H", "H", "H"], "xyz": [[-0.21023, -3.15918, 3.51839], [-0.58887, -3.38684, 2.40602], [-1.56259, -3.01673, 2.03490], [0.03539, -3.95995, 1.69379], [0.05110, 2.87938, -1.62457], [1.48077, 1.79961, -1.36636], [0.78421, -0.10342, -1.54801], [-0.21451, 3.00040, -2.66033], [0.43294, 3.82673, -1.21571], [-0.75123, 2.58607, -0.96344], [0.54302, -0.46606, -0.27469]]}



Run C
{"formula": "C2H6OS2", "method": "ωB97M-V/def2-TZVPD", "spin_multiplicity": 1, "smiles": "C=O.CSS", "homo_ev": -9.02, "species": ["O", "C", "H", "H", "C", "S", "S", "H", "H", "H", "H"], "xyz": [[-2.11688, 0.21933, -0.46841], [-1.50597, 0.89608, -1.29137], [-1.14290, 0.45028, -2.28055], [-1.11540, 1.91425, -1.10464], [0.80676, -0.79296, -0.14739], [1.22326, 0.78962, 0.72405], [1.43173, -0.01198, 2.68761], [1.53425, -1.48598, 0.29251], [0.98506, -0.55788, -1.23327], [-0.23938, -1.17312, -0.00667], [0.13947, -0.24762, 2.82815]]}



Run D
{"formula": "C2H6OS2", "method": "ωB97M-V/def2-TZVPD", "spin_multiplicity": 1, "smiles": "CC=O.SS", "homo_ev": -8.65, "species": ["S", "S", "H", "H", "O", "C", "C", "H", "H", "H", "H"], "xyz": [[2.51107, -0.07026, -0.77308], [2.31392, 0.23940, 1.21991], [1.97431, -1.29411, -0.81999], [2.42913, 1.56718, 1.10265], [-1.17376, 1.45455, -1.06547], [-1.22465, 0.27181, -0.88270], [-1.37082, -0.34491, 0.48892], [-1.17815, -0.41736, -1.71534], [-2.16791, 0.21607, 0.98525], [-1.67876, -1.37384, 0.42276], [-0.43438, -0.24854, 1.03710]]}



Of them, the most stable is run D and the least stable is run C.



Run A
{"formula": "C14H22AsN3O3S4SbW", "method": "ωB97M-V/def2-TZVPD", "s2": 0.770, "spin_multiplicity": 2, "homo_ev": [-7.16, -7.78], "species": ["W", "N", "C", "S", "N", "N", "C", "C", "C", "C", "C", "C", "C", "O", "H", "H", "H", "H", "H", "H", "H", "S", "Sb", "S", "S", "C", "As", "C", "C", "O", "H", "H", "H", "H", "H", "H", "H", "H", "H", "C", "O", "C", "C", "H", "H", "H", "H", "H", "H"], "xyz": [[-8.32090, -11.46590, 0.30422], [-10.50984, -7.61651, 0.99363], [-9.81775, -8.80027, 0.99643], [-9.03975, -9.22404, -0.57109], [-9.66794, -9.40565, 2.13165], [-8.92955, -10.56148, 2.14999], [-8.81052, -11.02593, 3.37746], [-8.37481, -12.33968, 3.76538], [-8.39668, -12.74636, 5.12107], [-8.11146, -14.04165, 5.51812], [-7.81406, -15.00486, 4.52960], [-7.91899, -14.68756, 3.18465], [-8.22879, -13.35601, 2.79361], [-8.66478, -13.18412, 1.54935], [-10.93538, -7.35323, 0.16180], [-11.19222, -7.52863, 1.80493], [-9.31887, -10.34803, 4.12117], [-8.71818, -11.96927, 5.83877], [-8.19479, -14.31812, 6.53189], [-7.61075, -15.99443, 4.85810], [-7.85771, -15.40982, 2.37130], [-5.29390, -14.53867, -1.27397], [-7.23335, -14.28759, -2.32442], [-8.58634, -12.35997, -2.00907], [-6.19026, -12.03434, 0.85235], [-11.39512, -13.28913, 2.69324], [-10.98213, -13.25642, 0.86553], [-10.39010, -15.00575, 0.52910], [-12.69938, -13.36408, 0.06556], [-10.36154, -11.78339, 0.30547], [-12.21691, -12.58740, 2.92000], [-10.49242, -13.05337, 3.21899], [-11.76981, -14.27752, 3.05622], [-11.23768, -15.54039, 0.11577], [-10.11432, -15.51025, 1.44692], [-9.44253, -15.05561, -0.02548], [-13.13809, -14.27780, 0.43856], [-12.60327, -13.32665, -1.00874], [-13.26589, -12.49462, 0.33880], [-4.86118, -9.23981, 0.82633], [-6.10414, -9.39673, 0.13733], [-6.35595, -10.68569, -0.31083], [-5.66217, -10.94676, -1.64670], [-4.86763, -9.83491, 1.78860], [-4.73448, -8.19399, 0.92846], [-4.08579, -9.66747, 0.19535], [-6.25399, -10.49696, -2.45395], [-5.63192, -12.03147, -1.80990], [-4.70029, -10.47929, -1.79178]]}



Run B
{"formula": "C14H22AsN3O3S4SbW", "method": "ωB97M-V/def2-TZVPD", "s2": 0.762, "spin_multiplicity": 2, "homo_ev": [-6.97, -7.55], "species": ["W", "N", "C", "S", "N", "N", "C", "C", "C", "C", "C", "C", "C", "O", "H", "H", "H", "H", "H", "H", "H", "S", "Sb", "S", "S", "C", "As", "C", "C", "O", "H", "H", "H", "H", "H", "H", "H", "H", "H", "C", "O", "C", "C", "H", "H", "H", "H", "H", "H"], "xyz": [[-0.29581, 0.35033, 0.90858], [-3.54866, -2.73982, 0.10012], [-2.42345, -1.97991, 0.08682], [-2.48263, -0.69854, 1.25684], [-1.44255, -2.25298, -0.72520], [-0.32766, -1.47085, -0.48988], [0.66953, -1.85657, -1.14601], [2.00391, -1.22336, -1.07557], [3.13075, -1.98621, -1.31971], [4.36953, -1.41022, -1.44646], [4.46990, -0.00265, -1.49264], [3.37878, 0.75745, -1.27482], [2.11317, 0.21613, -0.94763], [1.09148, 0.96617, -0.52924], [-4.30228, -2.33488, 0.61049], [-3.86792, -3.35124, -0.62310], [0.55686, -2.73123, -1.72660], [3.00558, -3.02762, -1.48538], [5.23986, -2.05083, -1.61341], [5.42297, 0.45933, -1.67293], [3.42936, 1.82959, -1.28358], [1.17481, 4.02014, 4.89012], [1.69917, 2.84410, 3.08059], [-0.55718, 2.34464, 2.18864], [1.49924, -0.31104, 2.38925], [-0.16287, 3.81749, -1.72095], [-1.31719, 2.38615, -1.74462], [-2.99336, 3.12873, -1.97617], [-0.84843, 1.25407, -3.08335], [-1.56730, 1.51905, -0.33522], [-0.12058, 4.34467, -2.67444], [0.83073, 3.48535, -1.40621], [-0.53402, 4.43430, -0.94535], [-3.19689, 3.41313, -3.00953], [-3.02229, 3.94406, -1.28836], [-3.76042, 2.41694, -1.66446], [-0.87517, 1.71473, -4.07811], [-1.47322, 0.36189, -3.15271], [0.12324, 0.86461, -2.82196], [-0.33111, -3.46253, 3.04755], [0.11672, -2.56707, 2.04326], [0.00454, -1.19597, 2.39739], [-0.77599, -0.84284, 3.71785], [0.05267, -4.43710, 2.74609], [-1.40887, -3.48753, 3.08281], [0.08170, -3.19053, 4.05980], [-0.13377, -1.22790, 4.52712], [-1.75688, -1.25128, 3.81775], [-0.93800, 0.21765, 3.80252]]}



Of them, the most stable is run B and the least stable is run A.